# 1
Entry from OMol25: 8 unconnected molecules or ions with the total composition H17NO7 (the ωB97M-V functional and the def2-TZVPD basis).

Last column: Löwdin charge in e.
Atoms and positions in Å:
O1 -0.97770 2.85037 -5.41853  -0.27
O2 0.23302 -3.61619 1.98386  -0.08
O3 -0.48470 -0.11447 2.77732  -0.08
O4 2.64202 -1.89682 1.78582  -0.10
O5 -0.77718 1.49878 -2.28320  -0.28
O6 -1.20644 -2.65485 -0.12550  -0.09
O7 -0.59895 3.44961 1.30406  -0.15
N1 0.98642 0.27598 0.15782  0.02
H1 -0.30892 -2.30541 -0.11199  0.00
H2 -1.26835 -3.08295 0.73224  -0.01
H3 -0.77454 -0.72250 2.07659  0.02
H4 -0.68865 3.47683 -6.09518  -0.02
H5 -0.89024 3.26268 -4.54173  -0.07
H6 3.46459 -1.61898 1.36237  0.04
H7 0.35655 0.48197 0.92436  -0.02
H8 0.57655 -4.51933 2.02671  0.05
H9 0.15080 2.91425 1.01927  -0.01
H10 -0.42729 1.37137 -3.19342  -0.01
H11 1.61267 1.07409 0.08838  0.01
H12 1.03162 -3.06119 1.84426  0.01
H13 -0.46265 -0.80127 3.47224  0.05
H14 -1.31264 2.30001 -2.54584  -0.03
H15 2.06852 -1.23227 1.35573  -0.01
H16 0.42325 0.43828 -0.67371  -0.01
H17 -0.67098 4.12138 0.61477  0.00

Values from the calculation:
Energy relative to the best compared isomer or geometry (same formula, charge and spin) ... 17.60 kJ/mol
HOMO (spin up / spin down) ... 0.41 / -7.48 eV
Spin multiplicity ... 2
Max |F| ... 0.0321 hartree/bohr
⟨S²⟩ ... 0.750
LUMO level (spin up / spin down) ... 0.0928 / 0.0911 Ha
Net charge ... -1

# 2
Entry from OMol25: 8 unconnected molecules or ions with the total composition H17O8 (the ωB97M-V functional and the def2-TZVPD basis).

Last column: Löwdin charge in e.
Atoms and positions in Å:
O1 3.03703 1.47878 -2.40999  -0.05
O2 -0.60657 -1.63029 -2.79960  -0.06
O3 -3.32838 0.73714 -0.36224  -0.06
O4 -2.54471 -3.86382 0.20114  -0.05
O5 1.44237 3.62501 1.49039  -0.06
O6 0.19620 -0.12029 1.12198  0.40
O7 4.15979 -2.02111 -1.40708  -0.05
O8 -1.39263 0.23576 4.60427  -0.05
H1 0.61913 0.74115 1.09633  0.18
H2 -0.21017 -0.19555 1.98845  0.17
H3 -3.34152 -3.38793 0.43535  0.03
H4 4.50761 -2.28572 -2.25868  0.03
H5 -4.10855 0.70254 0.19129  0.04
H6 -0.50806 -0.09168 0.47021  0.18
H7 -2.24946 0.63986 4.46729  0.03
H8 1.69824 4.41964 1.02206  0.04
H9 -1.13112 0.51880 5.48048  0.04
H10 3.93432 -1.09730 -1.51646  0.01
H11 2.64804 1.23514 -3.24996  0.03
H12 1.34479 3.90395 2.40084  0.03
H13 -3.66417 0.92460 -1.23879  0.04
H14 -0.31752 -2.25095 -3.46853  0.04
H15 3.37223 2.36458 -2.54867  0.04
H16 -2.17698 -3.37011 -0.53182  0.01
H17 -1.37993 -1.21224 -3.17826  0.03

Values from the calculation:
Energy relative to the best compared isomer or geometry (same formula, charge and spin) ... 291.74 kJ/mol
HOMO ... -13.43 eV
Max |F| ... 0.0290 hartree/bohr
LUMO level ... -0.1459 Ha
Net charge ... +1

# 3
Entry from OMol25: 8 unconnected molecules or ions with the total composition H18NO7 (the ωB97M-V functional and the def2-TZVPD basis).

Last column: Löwdin charge in e.
Atoms and positions in Å:
O1 -5.88400 5.31700 15.24300  -0.06
O2 -0.91500 7.49100 16.14200  -0.04
O3 -3.87100 8.31600 14.54500  -0.03
O4 0.01800 3.65700 16.64100  -0.05
O5 -3.59900 6.20100 12.50900  -0.03
O6 -1.75000 2.83800 13.87300  -0.05
O7 -2.81000 2.27800 16.72100  -0.03
N1 -2.73500 5.22800 15.67800  0.32
H1 -2.55900 2.60300 13.41500  0.06
H2 -3.02300 6.94800 12.67300  0.02
H3 -2.48000 2.27200 15.82400  -0.01
H4 -1.22200 2.03000 13.70900  0.08
H5 -3.11400 5.54500 12.04400  0.02
H6 -6.51700 4.88200 15.82900  0.05
H7 -1.21700 8.31100 15.81800  0.01
H8 -6.32200 6.18500 15.19800  0.05
H9 0.06200 7.45800 15.97400  0.08
H10 0.23400 3.05300 15.92900  0.03
H11 -3.00500 5.90700 14.93900  0.10
H12 -1.80300 4.90900 15.51800  0.08
H13 -3.50400 8.85900 13.87900  0.03
H14 -4.82200 8.45100 14.60600  0.06
H15 -0.28500 3.05100 17.33300  0.05
H16 -3.38000 4.42900 15.62600  0.11
H17 -2.79400 5.65700 16.57800  0.13
H18 -3.66000 1.89300 16.69000  0.03

Values from the calculation:
Energy relative to the best compared isomer or geometry (same formula, charge and spin) ... 192.65 kJ/mol
HOMO ... -14.78 eV
Max |F| ... 0.0499 hartree/bohr
LUMO level ... -0.1096 Ha
Net charge ... +1

# 4
Entry from OMol25: 8 unconnected molecules or ions with the total composition H18NO7 (the ωB97M-V functional and the def2-TZVPD basis).

Last column: Löwdin charge in e.
Atoms and positions in Å:
O1 -0.81256 -2.35399 -1.33514  -0.02
O2 -2.83221 0.55556 1.07811  -0.04
O3 2.70490 1.15067 -0.76118  0.06
O4 0.74187 3.27898 -1.82928  -0.03
O5 1.83133 -1.26095 -0.36730  0.30
O6 -2.40214 1.75630 -1.55181  -0.01
O7 1.45547 -1.36848 2.73181  -0.03
N1 -0.77875 -1.61465 1.53712  0.28
H1 2.19745 -1.85170 2.35292  0.06
H2 -3.02771 1.11564 0.31347  0.02
H3 1.74332 -1.16908 3.63514  0.10
H4 -3.65940 0.10695 1.27725  0.06
H5 2.46931 -1.74752 0.18724  0.14
H6 -0.39632 -1.86118 2.44689  0.12
H7 0.57144 3.63264 -0.94895  0.06
H8 2.29394 1.89825 -1.20644  0.06
H9 -0.24820 -1.73142 -1.80810  0.04
H10 -0.87120 -3.11280 -1.92996  0.08
H11 1.00315 3.99735 -2.41819  0.07
H12 -1.78951 -1.50204 1.66009  0.14
H13 -2.15624 1.24249 -2.33013  0.06
H14 -2.73839 2.58608 -1.91251  0.07
H15 3.51920 1.54638 -0.40759  0.12
H16 -0.46199 -0.68325 1.27677  0.12
H17 2.15491 -0.32008 -0.50452  0.06
H18 -0.51167 -2.29017 0.81427  0.11

Values from the calculation:
Energy relative to the best compared isomer or geometry (same formula, charge and spin) ... 0.00 kJ/mol
HOMO (spin up / spin down) ... -17.72 / -17.24 eV
Spin multiplicity ... 2
Max |F| ... 0.0266 hartree/bohr
⟨S²⟩ ... 0.755
LUMO level (spin up / spin down) ... -0.2527 / -0.5315 Ha
Net charge ... +2

# 5
Entry from OMol25: a molecular structure, H18Na4O13S (the ωB97M-V functional and the def2-TZVPD basis).

Last column: Löwdin charge in e.
Atoms and positions in Å:
S1 -1.52859 0.74620 0.01629  0.00
Na1 -6.06507 -3.01091 2.93187  0.97
Na2 -3.58720 -3.67763 -2.43048  0.94
Na3 -2.30601 1.63210 -5.11648  0.92
Na4 -3.33141 6.96465 -1.55765  0.98
O1 -0.83457 -0.12863 -0.89102  -0.46
O2 -1.73494 2.01991 -0.61961  -0.46
O3 4.58693 -1.96201 -4.28433  -0.05
O4 -2.06296 4.86426 4.55286  -0.05
O5 -0.71940 0.85767 1.22506  -0.42
O6 0.33699 -4.67560 -5.40817  -0.06
O7 5.38196 -1.48935 2.54461  -0.06
O8 -2.73392 0.06752 0.41482  -0.48
O9 2.33967 1.88845 -4.41579  -0.05
O10 -6.22382 1.45522 3.63365  -0.06
O11 2.39098 4.16569 1.62803  -0.05
O12 -1.52499 -3.03506 4.19200  -0.06
O13 2.21476 -3.93294 -0.29417  -0.06
H1 -5.55795 1.24779 2.97805  0.03
H2 4.70357 -0.81596 2.49378  0.03
H3 2.93447 -3.49442 0.15966  0.03
H4 5.18845 -1.33879 -3.87691  0.04
H5 -2.93594 5.03194 4.19789  0.02
H6 0.62624 -3.79389 -5.64303  0.02
H7 -1.18936 -2.16895 3.96087  0.04
H8 1.73857 3.47182 1.72363  0.03
H9 3.90015 -2.09487 -3.63094  0.02
H10 -6.08965 2.38310 3.82671  0.03
H11 1.14773 -5.16984 -5.28712  0.04
H12 2.12828 1.51924 -3.55834  0.04
H13 -1.25164 -3.59925 3.46865  0.02
H14 5.99862 -1.15989 3.19837  0.03
H15 1.57226 -3.24078 -0.45021  0.02
H16 -1.62048 4.35713 3.87222  0.03
H17 1.87740 4.95788 1.47020  0.02
H18 2.23085 1.15819 -5.02498  0.02

Values from the calculation:
Energy relative to the best compared isomer or geometry (same formula, charge and spin) ... 1022.99 kJ/mol
HOMO ... -9.33 eV
Max |F| ... 0.0860 hartree/bohr
LUMO level ... -0.2543 Ha
Net charge ... +2

# 6
Entry from OMol25: 9 unconnected molecules or ions with the total composition H18O9 (the ωB97M-V functional and the def2-TZVPD basis).

Last column: Löwdin charge in e.
Atoms and positions in Å:
O1 0.60534 0.12909 1.81020  -0.18
O2 2.35464 0.82422 -1.75676  -0.16
O3 0.12107 3.45516 0.30411  -0.12
O4 -0.25551 0.37540 -0.76205  -0.09
O5 -1.61168 2.29743 1.90667  -0.07
O6 1.32528 -1.85459 -4.13523  -0.07
O7 0.22214 -2.41440 2.20952  -0.11
O8 -1.03125 -2.22380 -0.83704  -0.07
O9 -2.70820 -0.60214 0.86084  -0.07
H1 2.78871 1.20075 -0.99123  -0.02
H2 0.96602 -1.13058 -3.62242  0.01
H3 0.19490 -1.49671 1.93871  -0.06
H4 0.64041 -2.06125 -4.77121  0.02
H5 0.12957 0.93382 2.01582  0.01
H6 1.08948 -2.71803 1.94162  0.01
H7 -2.13722 1.49884 1.85890  0.03
H8 0.91867 2.95088 0.14357  -0.02
H9 -0.46528 2.84212 0.74750  -0.06
H10 -0.19252 0.21708 0.17986  -0.03
H11 -2.43658 -0.78963 1.75934  0.02
H12 -0.56471 -1.39683 -0.95826  -0.03
H13 -1.43061 -2.40111 -1.68869  0.04
H14 -1.58846 2.51405 2.83875  0.05
H15 2.99939 0.22037 -2.12541  0.02
H16 0.65212 0.37885 -1.06605  -0.02
H17 -2.11449 -1.12038 0.31755  -0.02
H18 1.52864 0.37135 1.88128  -0.01

Values from the calculation:
Energy relative to the best compared isomer or geometry (same formula, charge and spin) ... 38.96 kJ/mol
HOMO (spin up / spin down) ... -0.02 / -7.31 eV
Spin multiplicity ... 2
Max |F| ... 0.0252 hartree/bohr
⟨S²⟩ ... 0.751
LUMO level (spin up / spin down) ... 0.1085 / 0.1052 Ha
Net charge ... -1

# 7
Entry from OMol25: 9 unconnected molecules or ions with the total composition H18O9 (the ωB97M-V functional and the def2-TZVPD basis).

Last column: Löwdin charge in e.
Atoms and positions in Å:
O1 2.81493 -0.40800 0.56704  -0.06
O2 0.04493 -1.32600 3.51704  -0.07
O3 2.71293 2.05100 -1.60196  -0.02
O4 -1.40607 1.62000 -3.20896  -0.04
O5 -0.22907 -1.96700 0.73204  -0.03
O6 0.37593 0.66000 0.45504  -0.07
O7 -2.08507 1.07700 -0.48696  -0.01
O8 0.79793 -0.19000 -2.30796  -0.03
O9 -2.56107 -0.89200 2.53704  -0.04
H1 0.27393 -2.59300 0.23604  0.04
H2 1.96093 -0.03000 0.43304  -0.06
H3 3.62493 1.85700 -1.38596  0.04
H4 2.31393 1.22900 -1.58096  -0.07
H5 0.15993 0.90200 1.37004  0.09
H6 -1.79107 1.76800 -2.32996  0.02
H7 0.96293 -1.35500 3.80104  0.05
H8 0.89193 -1.13200 -2.47196  0.05
H9 -3.00707 -1.16600 3.30204  0.01
H10 -1.69307 -0.82200 2.94004  -0.02
H11 0.10493 0.16400 -2.85596  0.01
H12 0.04493 -1.10600 0.44004  -0.03
H13 -2.17307 0.15100 -0.74796  0.09
H14 0.00293 -1.62200 2.58904  0.00
H15 -2.68207 1.11500 0.22904  0.05
H16 -0.40507 1.01200 -0.00596  0.03
H17 -2.13207 1.63500 -3.81696  0.04
H18 3.07693 -0.63200 -0.34696  0.04

Values from the calculation:
Energy relative to the best compared isomer or geometry (same formula, charge and spin) ... 187.90 kJ/mol
HOMO ... -10.66 eV
Max |F| ... 0.0616 hartree/bohr
LUMO level ... 0.0052 Ha
Net charge ... 0

# 8
Entry from OMol25: 9 unconnected molecules or ions with the total composition H18O9 (the ωB97M-V functional and the def2-TZVPD basis).

Last column: Löwdin charge in e.
Atoms and positions in Å:
O1 -2.95885 -2.43536 -0.55721  -0.09
O2 1.53465 1.97064 -1.18841  -0.04
O3 -1.79358 -0.29300 -1.67410  -0.04
O4 0.02682 0.40460 0.27621  -0.08
O5 1.19887 -2.68361 0.72925  -0.04
O6 2.56379 0.11018 1.15316  -0.06
O7 -0.83279 -1.58956 1.98161  -0.05
O8 -2.84226 0.21842 1.26531  -0.04
O9 4.23543 2.33559 -0.77598  -0.06
H1 3.35410 1.92016 -0.89866  0.00
H2 -2.18895 0.52849 0.64344  -0.01
H3 1.60453 2.84560 -0.78252  0.09
H4 4.49954 2.50562 -1.65492  0.00
H5 0.58854 1.13472 -0.08100  0.02
H6 -2.47755 -1.62528 -0.75595  -0.05
H7 1.58767 -2.43013 -0.09895  0.02
H8 1.61517 -0.05015 0.97627  -0.01
H9 -1.21962 -0.45785 -2.40551  0.07
H10 -0.97095 -0.70902 1.65092  -0.02
H11 -0.50917 0.16342 -0.45789  -0.02
H12 -1.68069 -1.77113 2.41187  0.07
H13 2.61447 0.97537 1.55237  0.03
H14 -2.85706 0.93175 1.91276  0.06
H15 0.91018 2.09132 -1.92663  0.10
H16 -3.84091 -2.09116 -0.22929  0.06
H17 0.42856 -2.20573 0.93721  -0.07
H18 -2.58993 0.20612 -2.00334  0.13

Values from the calculation:
Energy relative to the best compared isomer or geometry (same formula, charge and spin) ... 288.64 kJ/mol
HOMO ... -9.87 eV
Max |F| ... 0.0526 hartree/bohr
LUMO level ... -0.0292 Ha
Net charge ... 0